[1]
Below is C46H37N8O4PbS2 as an isolated structure, with properties calculated with the ωB97M-V functional and the def2-TZVPD basis.

```
98
Properties=species:S:1:pos:R:3:forces:R:3
Pb 0.1770 0.9671 -0.2904 0.64 0.40 -1.37
C 4.8487 1.0219 -0.2633 0.35 -0.33 0.30
O 4.6198 -0.3852 0.0400 -0.38 -0.62 -1.25
C 4.7360 -1.2590 -1.0172 1.07 0.64 0.54
C 5.8671 -1.2599 -1.8462 0.36 1.34 0.80
C 6.0006 -2.0851 -2.9197 0.11 -0.37 -1.05
C 5.0148 -3.0201 -3.2061 -1.41 -0.43 0.80
C 3.8877 -3.0731 -2.3624 1.58 -1.14 -1.29
C 3.7831 -2.2483 -1.2665 -1.61 1.65 0.34
N 2.6398 -2.1965 -0.4362 1.17 0.26 0.50
N 1.8863 -3.1855 -0.5497 -0.09 -1.01 0.08
C 1.0578 -3.4708 0.4945 1.04 -0.93 -1.12
C 0.4300 -2.4679 1.3579 -1.49 1.09 0.38
O 0.3157 -1.2373 1.1581 0.34 -2.31 -0.26
C -0.1321 -3.0737 2.5411 -0.32 -1.54 1.99
C 0.0856 -4.3921 2.9098 0.52 1.70 0.71
C 0.7807 -5.3582 2.0810 -1.13 -0.44 0.68
C 1.0250 -6.7041 2.4891 -0.65 1.00 0.72
C 1.7939 -7.5318 1.7381 0.54 0.87 -2.09
C 2.1723 -7.0725 0.4190 0.51 -1.26 1.29
C 1.8922 -5.8342 -0.0427 -1.12 1.38 1.69
C 1.1527 -4.8974 0.8495 1.61 0.08 -2.95
H 5.1039 1.1236 -1.3369 -0.34 0.21 0.62
H 3.9168 1.5782 0.0206 1.00 -0.39 -0.29
H 5.7298 1.3120 0.3528 -0.80 0.18 -0.43
H 6.6717 -0.5478 -1.6725 -0.27 -0.01 0.19
H 6.8536 -1.9730 -3.5971 -0.20 -0.15 0.44
H 5.1181 -3.7204 -4.0279 -0.07 0.17 0.04
H 3.1280 -3.8268 -2.4993 -0.09 0.05 -0.15
H -0.6755 -2.4207 3.2449 0.52 -0.26 -0.47
H -0.0054 -4.6680 3.9720 -0.79 0.07 -0.60
H 0.5667 -7.0503 3.4104 0.34 0.18 0.15
H 2.1964 -8.4777 2.0613 -0.44 -0.23 0.19
H 2.7864 -7.7629 -0.1510 -0.12 0.21 -0.20
H 2.2910 -5.5063 -0.9723 -0.08 0.23 -0.57
N 0.7717 -2.9867 -3.6282 -0.26 0.14 0.69
C 0.2908 -1.8645 -3.0146 -0.14 0.99 -0.78
S 0.9182 -0.3089 -3.3348 0.38 -0.78 0.29
N -0.8468 -2.0618 -2.2905 0.28 -0.98 0.19
N -1.3301 -1.0039 -1.6642 0.43 0.37 0.20
C -2.5236 -1.1000 -1.1376 -0.07 -1.11 -0.81
C -3.3451 -2.3281 -1.3280 -0.47 0.12 -0.09
C -4.5713 -2.2294 -1.9881 -0.14 -0.93 -0.39
C -5.2950 -3.3823 -2.3172 -0.06 0.18 0.74
C -4.8151 -4.6494 -1.9466 0.61 1.29 -0.26
C -3.5734 -4.7553 -1.3404 0.35 1.41 0.46
C -2.8776 -3.5948 -0.9845 0.13 0.09 -0.14
C -3.1015 0.1057 -0.5689 0.36 1.58 1.83
C -4.3943 0.1522 -0.0305 -0.09 -1.02 0.64
C -4.8881 1.2834 0.6483 1.49 0.38 -0.76
C -4.0004 2.3818 0.7274 -0.91 -0.04 0.54
C -2.7113 2.2877 0.2151 -0.01 -0.55 -0.15
N -2.2687 1.1680 -0.3523 -0.37 -0.25 -0.72
H 1.5737 -2.9932 -4.2602 -0.65 0.37 0.55
H 0.3190 -3.8598 -3.3785 0.14 0.23 -0.22
H -4.9599 -1.2763 -2.3062 0.00 0.20 -0.01
H -6.2758 -3.2314 -2.7733 0.35 -0.36 -0.02
H -5.3396 -5.5370 -2.1570 -0.75 -0.81 -0.38
H -3.0890 -5.6831 -1.1318 -0.14 -0.66 0.17
H -1.9255 -3.6262 -0.4650 -0.05 -0.33 -0.14
H -4.8413 -0.8549 0.0256 -0.52 1.00 -0.20
H -5.8914 1.3412 1.0831 0.51 -0.22 -0.13
H -4.2654 3.2708 1.3075 -0.03 -0.23 -0.44
H -1.9422 3.0659 0.2628 -0.53 0.00 0.34
C -3.6316 4.7724 5.7514 1.38 0.19 0.15
C -2.4778 4.3785 4.8340 0.60 0.63 -0.64
C -1.4290 5.3089 4.4047 -2.06 -0.57 1.52
C -0.4336 4.9052 3.5534 -0.74 -1.41 -0.15
C -0.4629 3.5317 3.1469 -0.27 0.84 0.08
C -1.5284 2.6739 3.4427 0.98 -0.33 -0.18
C -2.5416 3.0885 4.2835 0.89 1.77 0.32
S 0.8169 2.9502 2.1015 -0.03 0.22 -1.61
O 0.7070 1.5013 2.0349 -0.27 -1.12 1.15
O 2.0925 3.4703 2.4819 0.01 0.35 0.43
N 0.3692 3.3098 0.5938 0.13 -1.06 1.07
C 0.8212 4.3943 -0.0719 0.27 1.88 -0.25
C 1.3329 5.5922 0.5377 -0.75 -1.74 -2.29
C 1.6213 6.6885 -0.2865 -0.25 0.29 -0.52
C 1.3476 6.6734 -1.6400 0.29 -0.18 0.08
C 0.8456 5.4961 -2.2597 0.14 -0.53 -0.69
C 0.6303 5.4111 -3.6733 -0.16 0.56 -0.06
C 0.2788 4.2252 -4.2815 0.23 0.62 0.39
C 0.0487 3.1407 -3.4188 0.86 -0.24 0.70
N 0.2298 3.1412 -2.1029 -0.23 0.26 -0.29
C 0.6386 4.2966 -1.5206 0.21 1.74 0.90
H -4.2914 5.3973 5.1689 -0.59 0.06 0.02
H -3.3055 5.3645 6.6288 -0.08 -0.35 -0.46
H -4.0973 3.8479 6.0965 -0.30 0.35 0.00
H -1.4694 6.3397 4.8252 0.11 -0.87 -0.51
H 0.2583 5.6371 3.1632 0.33 -0.32 0.18
H -1.5194 1.6403 3.0745 0.15 0.51 0.06
H -3.3460 2.4474 4.5599 -0.42 -0.47 0.09
H 1.5404 5.6178 1.5797 0.08 0.00 0.49
H 2.0199 7.5963 0.1625 0.02 -0.19 -0.09
H 1.6327 7.5055 -2.2858 -0.27 -0.10 0.28
H 0.7035 6.3464 -4.2492 0.26 -0.55 0.16
H 0.2420 4.1054 -5.3770 -0.27 0.13 0.79
H -0.1602 2.1786 -3.8126 -0.46 -0.72 -0.46
```
Forces are in eV/Å.

**Energy above the lowest of the compared OMol25 structures with the same formula, charge and spin**: 77.10 kJ/mol
**HOMO level**: -9.1 eV
**Calculated total energy**: -95320.23380 eV
**Net charge**: +1
**Frontier orbital gap**: 2.7 eV

[2]
Below is C46H39Cl2HgN9O2P as an isolated structure, with properties calculated with the ωB97M-V functional and the def2-TZVPD basis.

```
100
Properties=species:S:1:pos:R:3:forces:R:3
Hg -0.5680 0.2584 -1.5312 0.51 -0.27 0.29
Cl 2.1083 6.8845 -2.1029 -0.01 0.01 0.00
C 1.4860 5.3070 -2.5256 0.01 -0.04 -0.04
C 1.1341 4.4380 -1.5074 0.01 0.01 0.01
C 0.6548 3.1510 -1.7731 -0.01 -0.03 0.04
N 0.2434 2.2707 -0.7899 0.04 0.00 -0.04
C 0.5774 2.4034 0.5036 -0.11 -0.06 -0.10
O 1.3673 3.2112 1.0020 0.03 0.10 0.05
C -0.1440 1.3868 1.4278 0.11 -0.07 -0.18
C -0.2256 1.9301 2.8710 0.12 0.20 0.00
C -0.5352 0.8735 3.8848 0.05 -0.02 -0.06
C -1.1669 -0.2655 3.6192 0.04 -0.04 -0.03
C -1.6632 -0.6722 2.2347 0.12 -0.08 -0.07
N -0.5577 -1.0311 1.3462 -0.26 0.04 -0.03
C 0.5279 2.7461 -3.1363 0.04 0.00 -0.02
C 0.8828 3.6472 -4.1380 0.03 -0.05 -0.03
C 1.3590 4.9143 -3.8433 0.01 0.06 0.03
Cl 1.7938 5.9773 -5.1635 0.00 -0.02 0.02
N -0.0253 1.4902 -3.4123 -0.18 0.02 0.14
C 0.0811 0.9211 -4.6051 0.00 -0.01 -0.04
O 0.8116 1.2314 -5.5612 -0.01 0.02 -0.03
C -0.8582 -0.2596 -4.8601 0.02 -0.06 -0.01
C -0.7571 -0.9131 -6.0877 0.07 -0.04 -0.03
C -1.6266 -1.9473 -6.3760 0.02 0.02 0.03
C -2.5794 -2.3047 -5.4318 -0.01 0.00 0.00
C -2.6058 -1.6023 -4.2394 0.00 -0.04 -0.07
N -1.7732 -0.6041 -3.9601 -0.05 0.05 0.01
H 1.2506 4.7471 -0.4820 0.00 0.00 0.00
H 0.6109 2.5713 3.1582 0.02 -0.07 0.04
H -0.2172 1.0706 4.9031 -0.02 0.00 0.01
H -1.3362 -0.9710 4.4277 -0.03 0.02 0.01
H -2.2931 -1.5599 2.3503 0.02 -0.01 0.05
H 0.8049 3.3435 -5.1687 0.01 0.00 0.00
H 0.0088 -0.5807 -6.7732 -0.02 0.00 -0.01
H -1.5649 -2.4706 -7.3229 0.00 0.00 0.00
H -3.2814 -3.1091 -5.6090 0.00 0.00 0.01
H -3.3238 -1.8535 -3.4638 0.02 -0.01 -0.02
C 5.5492 -0.8998 3.5901 -0.05 0.00 -0.03
C 4.2044 -0.7091 2.9376 0.00 0.03 -0.02
C 3.0463 -1.2782 3.4531 -0.06 0.06 -0.07
C 1.8205 -1.0600 2.8523 0.00 -0.07 0.20
C 1.6666 -0.2560 1.7235 -0.23 0.19 -0.08
N 0.3728 0.0282 1.1848 0.11 -0.05 0.31
C -1.6601 1.6306 1.3981 -0.04 -0.11 0.23
C -1.5308 2.7395 2.4288 0.04 -0.01 -0.08
C -2.6490 2.9782 3.3648 -0.04 -0.12 0.15
C -3.6096 2.0006 3.4987 0.14 0.08 -0.07
C -4.7402 2.2191 4.4782 -0.01 -0.01 0.00
C -3.6159 0.8163 2.7702 -0.09 -0.02 -0.14
C -2.5771 0.4818 1.7396 -0.13 0.02 -0.05
N -3.3057 0.0120 0.4768 0.00 0.21 0.00
C -4.4827 -0.6316 0.4464 0.01 -0.08 -0.01
C -4.8948 -0.7051 -0.8697 0.06 0.02 -0.02
C -3.8831 -0.0432 -1.5792 -0.15 -0.01 0.06
N -2.9381 0.3876 -0.7511 -0.03 -0.04 -0.09
C 2.8515 0.1879 1.1248 0.17 -0.04 0.00
C 4.0808 -0.0047 1.7518 0.01 -0.10 -0.04
N 2.9231 0.7268 -0.1969 0.04 0.10 0.14
C 3.5742 1.8552 -0.5617 -0.13 0.04 -0.03
C 3.6937 1.8295 -1.9264 -0.08 -0.05 -0.10
C 3.0785 0.6185 -2.3056 0.05 0.07 -0.04
N 2.6363 -0.0549 -1.2590 0.00 0.07 0.03
H 5.4505 -1.4586 4.5217 0.01 -0.01 0.00
H 6.0142 0.0611 3.8207 0.01 0.00 0.01
H 6.2347 -1.4487 2.9393 0.00 0.00 0.00
H 3.0964 -1.8972 4.3434 0.00 0.00 -0.01
H 0.9369 -1.5227 3.2574 -0.04 0.04 0.01
H -1.1543 3.6618 1.9737 -0.06 -0.01 -0.06
H -2.7499 3.9378 3.8594 0.02 0.00 0.01
H -4.3950 2.7795 5.3505 -0.01 0.01 0.00
H -5.1505 1.2645 4.8178 0.00 0.00 0.01
H -5.5543 2.7831 4.0134 0.00 -0.02 -0.01
H -4.2347 -0.0101 3.1133 0.01 0.02 0.04
H -4.9595 -0.9696 1.3482 0.02 0.04 0.02
H -5.7953 -1.1570 -1.2508 -0.01 0.01 0.01
H -3.7927 0.1499 -2.6357 0.03 0.05 0.06
H 4.9690 0.3546 1.2440 0.00 0.04 -0.02
H 3.8147 2.6097 0.1664 0.01 -0.01 0.04
H 4.0875 2.5992 -2.5676 -0.02 0.02 0.01
H 2.9245 0.2245 -3.2981 -0.02 0.01 -0.03
C -2.0357 -2.9242 -0.1274 0.05 0.11 0.04
P -0.4684 -2.0067 -0.3976 -0.20 -0.11 -0.23
C -0.1292 -2.9896 -2.0253 0.03 0.02 0.02
C 0.8537 -2.9976 0.4417 0.06 0.11 0.00
C 0.5229 -3.8075 1.5284 -0.02 -0.01 -0.04
C 1.4818 -4.5805 2.1636 0.02 -0.03 -0.02
C 2.8076 -4.5345 1.7459 -0.03 0.02 -0.01
C 3.1497 -3.7238 0.6746 -0.02 -0.01 0.02
C 2.1785 -2.9776 0.0169 -0.01 0.01 -0.12
H -2.4851 -2.7280 0.8410 0.00 -0.05 -0.02
H -1.8427 -3.9920 -0.2405 0.00 -0.02 -0.01
H -2.7379 -2.6084 -0.9012 -0.01 0.00 0.01
H -0.0291 -4.0726 -1.8837 0.00 0.00 0.01
H 0.7984 -2.6084 -2.4624 0.00 -0.02 -0.01
H -0.9304 -2.7971 -2.7415 0.00 0.00 0.03
H -0.4926 -3.8078 1.9062 -0.01 0.02 0.00
H 1.1969 -5.2034 3.0045 0.01 0.01 0.01
H 3.5661 -5.1108 2.2627 0.00 -0.01 0.00
H 4.1820 -3.6566 0.3510 0.01 0.00 -0.01
H 2.4603 -2.3334 -0.8075 0.00 -0.03 0.08
```
Forces are in eV/Å.

**Energy above the lowest of the compared OMol25 structures with the same formula, charge and spin**: 442.42 kJ/mol
**HOMO level (spin up / spin down)**: -0.2 / -0.1 eV
**Calculated total energy**: -104345.96380 eV
**Multiplicity**: 2
**Net charge**: -2
**Frontier orbital gap (spin up / spin down)**: 4.4 / 4.3 eV

Which formula does entry 2 have? C46H39Cl2HgN9O2P